Entry 1:
This record from the Open Molecules 2025 dataset describes C31H28HgN5O11 as an isolated structure in a non-equilibrium geometry. The level of theory is ωB97M-V with the def2-TZVPD basis set.

XYZ file:
```
76
Properties=species:S:1:pos:R:3
Hg 1.23366 -4.28200 3.32986
C 0.44123 -1.07580 1.92092
O 0.56103 -2.36554 2.34031
H -0.33611 -0.50049 2.45772
H 1.37692 -0.51724 1.94169
H -0.09037 -1.04235 0.94912
C -2.69100 -2.06469 -2.10589
C -3.69721 -1.59106 -2.92212
C -3.32684 -0.76881 -3.99308
C -1.98857 -0.44687 -4.18925
C -0.97791 -1.00487 -3.42280
C -1.35885 -1.72132 -2.30175
N -1.69753 0.37175 -5.38125
O -2.57060 1.01517 -5.93735
O -0.53434 0.36721 -5.75938
H -3.01044 -2.71585 -1.29909
H -4.72848 -1.85927 -2.74645
H -4.06212 -0.21893 -4.56568
H 0.07682 -0.87742 -3.60734
H -0.61114 -2.10152 -1.61612
C 2.61417 -1.52342 -3.02575
C 2.83307 -1.36223 -1.65511
C 2.54223 -2.37264 -0.72749
C 2.01020 -3.54204 -1.25939
C 1.70969 -3.69198 -2.61676
C 2.05443 -2.70135 -3.50217
N 1.72302 -4.66499 -0.38860
O 1.17371 -5.61681 -0.89671
O 2.01041 -4.67922 0.81558
H 2.98194 -0.73703 -3.67066
H 3.27837 -0.44699 -1.28829
H 2.77865 -2.30994 0.32377
H 1.13264 -4.55992 -2.89755
H 1.84343 -2.73909 -4.56268
C 1.94567 1.57773 -0.43265
C 3.29231 1.87940 -0.43926
C 3.94980 2.05400 -1.64675
C 3.30006 1.88987 -2.85372
C 1.94064 1.56260 -2.82171
C 1.23517 1.44674 -1.61806
N 3.88679 2.15747 -4.16772
O 5.03089 2.56163 -4.15915
O 3.19998 1.94939 -5.14066
H 1.45397 1.30048 0.49424
H 3.88061 1.88447 0.46775
H 5.01269 2.26311 -1.63790
H 1.38868 1.45714 -3.74573
H 0.24946 1.00951 -1.69298
C -2.15887 1.24027 1.64227
C -1.44598 2.43292 1.55129
C -1.39390 3.06869 0.33672
C -1.93896 2.47354 -0.77765
C -2.51553 1.22028 -0.70077
C -2.63721 0.57899 0.51381
N -1.78377 3.14433 -2.08623
O -1.49877 4.31884 -2.06714
O -1.97329 2.49669 -3.08780
H -2.23136 0.76223 2.61210
H -0.95885 2.79317 2.44583
H -0.80271 3.96075 0.16956
H -2.88948 0.75609 -1.60461
H -3.10407 -0.38783 0.63655
C -0.03972 -0.68197 7.26746
C -0.81427 0.07785 8.12014
C -1.59387 1.11515 7.62099
C -1.57738 1.37593 6.26979
C -0.79733 0.60436 5.39225
C 0.02646 -0.36974 5.89579
N -2.46554 2.38653 5.70809
O -3.09576 3.10817 6.44503
O -2.49349 2.46922 4.50235
H 0.62318 -1.39812 7.73617
H -0.74769 0.05567 9.19921
H -2.12173 1.76420 8.30502
H -0.85126 0.76541 4.32433
H 0.82037 -0.77763 5.28348
```

- max |F| (eV Å⁻¹) = 3.28
- energy relative to the best compared isomer or geometry (same formula, charge and spin) (kJ/mol) = 236.56
- HOMO energy (Ha) = -0.448
- multiplicity = 1
- charge = +1
- gap between HOMO and LUMO (eV) = 3.47

Entry 2:
This record from the Open Molecules 2025 dataset describes C47H49N4O4SSiY as an isolated structure in a non-equilibrium geometry. The level of theory is ωB97M-V with the def2-TZVPD basis set.

XYZ file:
```
107
Properties=species:S:1:pos:R:3
Y -0.07276 -0.97558 0.97287
C 1.23524 3.55301 -3.99318
C 1.77664 3.14773 -2.65592
C 3.06319 3.90453 -2.34697
O 2.09825 1.72639 -2.77138
C 1.88243 1.18197 -1.52194
C 0.67363 2.02226 -0.95113
O 0.81289 3.26951 -1.65356
C -0.91187 1.72461 -0.73442
O -1.00177 0.44413 -0.16136
C -1.67524 1.68924 -2.04130
C -2.14869 0.46764 -2.57199
C -2.65627 0.53183 -3.85602
C -2.72880 1.72791 -4.55508
C -2.42243 2.91933 -3.97769
C -1.90835 2.91132 -2.69799
C -1.56324 2.71656 0.29627
C -0.77851 3.65884 1.03585
C -1.35292 4.29700 2.16416
C -2.72701 4.20832 2.36235
C -3.48713 3.29821 1.59038
C -2.94880 2.58212 0.52662
C 2.03915 -0.36375 -1.43816
O 1.67532 -0.86161 -0.16543
C 1.37271 -1.11403 -2.57867
C 0.74754 -0.50412 -3.70846
C 0.20990 -1.31034 -4.68475
C 0.20404 -2.66836 -4.58377
C 0.72381 -3.30215 -3.45437
C 1.34711 -2.51788 -2.52728
C 3.61902 -0.58283 -1.55879
C 4.36180 -0.53562 -2.75572
C 5.75954 -0.41877 -2.75607
C 6.42940 -0.16690 -1.57625
C 5.76076 -0.45490 -0.38881
C 4.41578 -0.77065 -0.39827
H 2.09047 3.52987 -4.74068
H 0.80000 4.57094 -3.97969
H 0.46646 2.86391 -4.36352
H 3.75975 3.80201 -3.17348
H 3.52630 3.56790 -1.41340
H 2.84850 4.96545 -2.21091
H 2.76406 1.52451 -0.90505
H 0.85931 2.15910 0.13378
H -2.23013 -0.39960 -1.95437
H -3.03679 -0.34101 -4.34192
H -3.06392 1.62974 -5.57545
H -2.62919 3.86236 -4.48144
H -1.62228 3.83398 -2.20130
H 0.22096 3.94011 0.63550
H -0.77789 4.88490 2.90114
H -3.24949 4.72353 3.15133
H -4.55862 3.22701 1.85880
H -3.52870 1.89335 -0.07527
H 0.67991 0.58577 -3.85363
H -0.29408 -0.80078 -5.48873
H -0.28135 -3.29061 -5.32716
H 0.63785 -4.38894 -3.31001
H 1.84259 -2.89522 -1.60996
H 3.88121 -0.58089 -3.77147
H 6.27375 -0.36319 -3.74408
H 7.44804 0.16810 -1.54500
H 6.33381 -0.36972 0.55791
H 3.90696 -1.06673 0.50379
C 3.51080 0.13357 2.71361
C 2.31700 0.07861 3.56986
C 2.40980 0.64447 4.83862
C 1.26202 0.72699 5.62515
C 0.04989 0.30108 5.11500
C -0.02261 -0.19875 3.77764
N 1.13846 -0.40626 3.07574
N -1.15539 -0.49094 3.11631
Si -2.79879 -0.54298 3.80640
C -2.77572 -2.09463 4.91994
C -3.16636 1.20000 4.50157
C -3.89467 -0.98805 2.34541
H 4.14858 -0.72260 2.93633
H 4.06237 1.07777 2.91110
H 3.26394 0.10883 1.63851
H 3.41676 1.01145 5.14531
H 1.27383 1.12136 6.65743
H -0.84943 0.39559 5.74579
H -2.30877 -1.94494 5.89194
H -2.36610 -2.93585 4.35421
H -3.83825 -2.36499 5.16235
H -2.63061 1.25721 5.47247
H -4.23663 1.43513 4.68706
H -2.72107 1.97012 3.89163
H -3.94817 -2.08444 2.33923
H -3.52859 -0.62830 1.39706
H -4.90515 -0.52595 2.45631
N 1.00890 -3.74676 2.85501
C 0.10477 -4.10802 1.91825
N -0.68032 -3.27162 1.23190
C -1.64105 -3.94528 0.48125
C -2.67456 -3.35835 -0.28154
C -3.65630 -4.17102 -0.83034
C -3.45561 -5.56510 -0.81455
C -2.48592 -6.16237 -0.04831
C -1.56450 -5.35190 0.61531
S -0.20789 -5.81742 1.57663
H 0.95200 -2.80938 3.22065
H 1.50462 -4.45798 3.38315
H -2.71704 -2.28768 -0.33113
H -4.52297 -3.69300 -1.26478
H -4.10261 -6.20571 -1.35781
H -2.46056 -7.25272 -0.00521
```

- max |F| (eV Å⁻¹) = 2.50
- energy relative to the best compared isomer or geometry (same formula, charge and spin) (kJ/mol) = 0.00
- HOMO energy (Ha) = -0.271
- multiplicity = 1
- gap between HOMO and LUMO (eV) = 7.39

Entry 3:
This record from the Open Molecules 2025 dataset describes a 2-piece molecular cluster, C4H9N overall in a non-equilibrium geometry. The level of theory is ωB97M-V with the def2-TZVPD basis set.

XYZ file:
```
14
Properties=species:S:1:pos:R:3
C -1.07508 1.28923 -0.48032
C 0.01556 1.25490 0.30050
C 0.38821 1.02165 1.65280
C -0.18540 -2.14939 -0.95947
N 1.29507 1.60099 0.16899
H -1.00963 1.77484 -1.44370
H 0.66810 -2.54061 -1.51559
H -2.02249 1.05065 -0.02085
H 0.48923 1.77225 2.41982
H 0.87937 0.07527 1.86373
H -1.04157 -2.51939 -1.52490
H -0.17301 -1.07190 -0.88081
H -0.27262 -2.50133 0.06901
H 2.04428 0.94285 0.35080
```

- max |F| (eV Å⁻¹) = 3.60
- energy relative to the best compared isomer or geometry (same formula, charge and spin) (kJ/mol) = 323.75
- HOMO energy (Ha) = -0.318
- multiplicity = 1
- gap between HOMO and LUMO (eV) = 9.43
- SMILES = C=C1CN1.C

Entry 4:
This record from the Open Molecules 2025 dataset describes one molecule with the formula C8H9N3 in a non-equilibrium geometry. The level of theory is ωB97M-V with the def2-TZVPD basis set.

XYZ file:
```
20
Properties=species:S:1:pos:R:3
C -1.00478 -1.33762 -0.82081
C 0.79437 -2.23963 0.29570
C -0.69868 0.01097 -0.34134
C 0.83230 0.10929 0.08933
C -1.84920 0.69493 0.34214
C -2.77229 0.32885 1.16246
C -1.25729 1.39623 -0.80593
C 2.93138 1.03273 -0.01390
N -0.30230 -2.40204 -0.51343
N 1.36322 -1.10785 0.53678
N 1.43911 1.15837 -0.19346
H -1.99746 -1.44260 -1.33531
H 1.31397 -3.16752 0.66311
H -2.82666 -0.60306 1.57762
H -3.58301 0.91032 1.43501
H -0.58614 2.16410 -0.42966
H -1.71305 1.51436 -1.73691
H 3.33791 1.68278 -0.83894
H 3.33545 1.22754 1.03429
H 3.24317 0.06984 -0.10675
```

- max |F| (eV Å⁻¹) = 4.11
- energy relative to the best compared isomer or geometry (same formula, charge and spin) (kJ/mol) = 403.94
- HOMO energy (Ha) = -0.330
- multiplicity = 1
- gap between HOMO and LUMO (eV) = 8.53
- SMILES = C=C1C[C@]12C=NC=N/C2=N\C

Entry 5:
This record from the Open Molecules 2025 dataset describes C22H24Br2N2O5SSiZn as an isolated structure. The level of theory is ωB97M-V with the def2-TZVPD basis set.

XYZ file:
```
58
Properties=species:S:1:pos:R:3
Zn 0.10798 0.20135 -0.16648
C -3.90246 2.06133 -5.65702
C -3.75691 1.33277 -4.34569
C -4.46090 1.73576 -3.21567
C -4.29545 1.08507 -1.99874
C -3.41401 0.01560 -1.90404
C -2.70849 -0.40574 -3.02527
C -2.88533 0.25289 -4.23230
S -3.12395 -0.76100 -0.32206
O -4.38096 -0.60448 0.39315
O -2.70408 -2.10284 -0.64838
N -1.95043 0.04448 0.34635
C -2.35643 1.16451 1.22508
C -1.39555 2.34854 1.16261
O -1.80193 3.43499 1.59504
O -0.23173 2.10062 0.69775
H -4.69742 2.80742 -5.60538
H -4.13671 1.37139 -6.47172
H -2.97563 2.57725 -5.92294
H -5.14432 2.57686 -3.28466
H -4.84820 1.39559 -1.12130
H -2.00775 -1.22399 -2.93053
H -2.31670 -0.07015 -5.09941
H -2.34834 0.84164 2.27417
H -3.36351 1.52639 1.03607
Br -0.23336 -3.92880 -3.47489
C 0.23401 -3.90611 -1.63222
C 0.55940 -5.10842 -1.01446
C 0.91708 -5.14667 0.30840
Br 1.36542 -6.83703 1.08891
C 0.96568 -3.96142 1.07444
C 1.34477 -3.89594 2.43440
C 1.35912 -2.69727 3.08706
C 0.98202 -1.53748 2.38940
N 0.62489 -1.56573 1.13263
C 0.61760 -2.73583 0.44615
C 0.24276 -2.65353 -0.97243
O -0.01917 -1.55822 -1.52623
H 0.52585 -6.02460 -1.58851
H 1.61752 -4.80816 2.94854
H 1.64728 -2.63217 4.12919
H 0.95564 -0.56772 2.87671
C 1.32626 3.31113 -2.10410
Si 2.04202 1.59799 -2.37295
C 3.76859 1.86130 -3.11992
C 1.03435 0.77717 -3.72961
C 2.02576 0.61766 -0.84124
H 1.35836 3.92456 -3.01224
H 1.85385 3.84044 -1.30405
H 0.28829 3.21742 -1.77029
H 3.72811 2.47396 -4.02971
H 4.21566 0.89504 -3.37942
H 4.43353 2.35608 -2.40352
H 1.08156 1.33824 -4.67049
H -0.01370 0.71966 -3.41469
H 1.36239 -0.25109 -3.91231
H 2.57947 1.14133 -0.04911
H 2.49694 -0.36143 -1.00893
```

- max |F| (eV Å⁻¹) = 0.50
- energy relative to the best compared isomer or geometry (same formula, charge and spin) (kJ/mol) = 37.43
- HOMO energy (Ha) = -0.076
- multiplicity = 1
- charge = -2
- gap between HOMO and LUMO (eV) = 5.98

Entry 6:
This record from the Open Molecules 2025 dataset describes one molecule with the formula CH3IS2 in a non-equilibrium geometry. The level of theory is ωB97M-V with the def2-TZVPD basis set.

XYZ file:
```
7
Properties=species:S:1:pos:R:3
C -0.24458 -0.06968 -1.00958
S -1.09447 -0.63889 0.52464
S -0.40178 0.58638 1.86825
I 2.07907 -0.21977 2.37074
H -0.36193 -0.83574 -1.61637
H 0.78861 0.27184 -0.86391
H -0.76492 0.90587 -1.27377
```

- max |F| (eV Å⁻¹) = 6.31
- energy relative to the best compared isomer or geometry (same formula, charge and spin) (kJ/mol) = 17.57
- HOMO energy (Ha) = -0.331
- multiplicity = 1
- gap between HOMO and LUMO (eV) = 7.38
- SMILES = CSSI